Here is a structure of composition C14H15Cl4N2O4Ru from OMol25. Energies are from wB97M-V/def2-TZVPD.

Its total charge is +1. For the total energy, the calculation gives -2888.372980 Ha. As for the lowest unoccupied orbital energy (alpha / beta): -5.452 / -5.103 eV.

Last column: Löwdin charge in e.
Element x y z (Å)
1 Ru -0.5185 0.6586 -0.4338  1.492
2 Cl 3.7706 1.6204 4.5928  0.727
3 C 3.0771 1.4869 3.0371  -0.693
4 C 3.8751 1.7641 1.8815  -0.681
5 Cl 5.5028 2.2319 2.0932  0.740
6 C 3.3552 1.6614 0.6109  -0.622
7 Cl 4.2694 1.9831 -0.8002  0.754
8 C 2.0024 1.2959 0.4590  -0.358
9 O 1.3921 1.1928 -0.6811  -0.169
10 C 1.2324 1.0050 1.6034  -0.320
11 O -0.0053 0.5908 1.3581  -0.174
12 C 1.7624 1.1085 2.8995  -0.624
13 Cl 0.7491 0.7429 4.2303  0.759
14 C -0.7117 3.2571 -1.7357  -0.134
15 O -1.3610 2.1845 -1.0596  -0.403
16 H 0.3725 3.1474 -1.7213  0.070
17 H -0.9909 4.1885 -1.2421  0.091
18 H -1.0646 3.2832 -2.7674  0.086
19 C -2.7283 -1.2102 1.8169  -0.068
20 C -3.1990 0.0471 1.1390  -0.228
21 O -2.5723 0.1670 -0.1753  -0.191
22 H -3.2283 -1.3003 2.7811  0.094
23 H -1.6577 -1.1737 2.0070  0.047
24 H -2.9696 -2.0909 1.2215  0.088
25 H -2.9543 0.9356 1.7231  0.125
26 H -4.2741 0.0186 0.9646  0.128
27 H -2.9733 0.9243 -0.6318  0.097
28 N -0.2036 -0.2205 -2.8598  0.122
29 C -0.1127 -1.4592 -2.2087  -0.348
30 C -0.1732 -2.7156 -2.7908  0.021
31 C -0.0665 -3.8175 -1.9631  -0.018
32 C 0.1060 -3.6453 -0.5919  -0.024
33 C 0.1058 -2.3658 -0.0846  -0.076
34 N -0.0385 -1.3033 -0.8897  -0.023
35 H -0.4609 -0.2600 -3.8372  0.121
36 H 0.6352 0.3428 -2.7387  0.099
37 H -0.2719 -2.8160 -3.8626  0.127
38 H -0.0979 -4.8125 -2.3861  0.125
39 H 0.2224 -4.4889 0.0719  0.121
40 H 0.2034 -2.1584 0.9709  0.121

Forces on atoms 1 to 2 (eV/Å):
Ru 0.3 0.0 -0.1
Cl 0.0 0.0 0.1

---

Here is a structure of composition C14H15Cl4NO8SSn from OMol25. Energies are from wB97M-V/def2-TZVPD.

Its total charge is -2. For the total energy, the calculation gives -3652.581807 Ha. As for the lowest unoccupied orbital energy: 4.204 eV. For the relative energy (zero: lowest compared OMol25 entry of this formula, charge and spin), the calculation gives 25.0 kJ/mol.

Last column: Löwdin charge in e.
Element x y z (Å)
1 Sn -0.4941 -0.3889 -0.2372  1.505
2 O -3.0115 -0.0882 2.6220  -0.107
3 C -2.1109 -1.0850 3.0813  -0.279
4 C -0.9437 -0.4587 3.8205  -0.190
5 N 0.0763 0.0025 2.8884  -0.197
6 C 0.5246 1.3615 3.1833  -0.112
7 C -0.4899 2.4933 2.8753  -0.688
8 O -0.2184 3.6043 3.3789  -0.059
9 O -1.4613 2.2150 2.1069  -0.108
10 C 1.2068 -0.9131 2.7766  -0.141
11 C 2.1735 -0.5685 1.6288  -0.666
12 O 3.3801 -0.6994 1.8513  0.000
13 O 1.6434 -0.1895 0.5191  -0.208
14 H -2.4757 0.6850 2.3241  0.037
15 H -1.7209 -1.6822 2.2500  0.078
16 H -2.6713 -1.7532 3.7407  0.104
17 H -0.5266 -1.1571 4.5618  0.113
18 H -1.3379 0.4022 4.3625  0.127
19 H 1.3948 1.5682 2.5570  0.122
20 H 0.8424 1.4740 4.2275  0.119
21 H 0.8516 -1.9325 2.5832  0.127
22 H 1.7924 -0.9211 3.7048  0.116
23 Cl 1.4129 -2.6553 -6.6650  0.586
24 C 0.8391 -2.6261 -5.0213  -0.726
25 C 0.3658 -3.7807 -4.4220  -0.727
26 Cl 0.3419 -5.2809 -5.3034  0.587
27 C -0.0969 -3.7278 -3.0915  -0.609
28 Cl -0.7187 -5.1609 -2.3200  0.632
29 C -0.0952 -2.5476 -2.3428  -0.424
30 O -0.5329 -2.4672 -1.1210  -0.275
31 C 0.4038 -1.3507 -2.9648  -0.395
32 O 0.3949 -0.2441 -2.2730  -0.266
33 C 0.8528 -1.4254 -4.2852  -0.597
34 Cl 1.4331 0.0466 -5.0197  0.648
35 C 0.1180 2.8873 -2.9366  -0.279
36 S -1.1291 3.0550 -1.6503  0.817
37 C 0.0212 3.2398 -0.2808  -0.258
38 O -1.7694 1.7073 -1.5116  -0.649
39 H 0.8250 3.7190 -2.8664  0.049
40 H -0.3924 2.9043 -3.9005  0.042
41 H 0.6007 1.9153 -2.7928  0.018
42 H 0.5679 4.1761 -0.4098  0.057
43 H 0.7059 2.3843 -0.2677  0.050
44 H -0.5720 3.2630 0.6389  0.023

Forces on atoms 1 to 2 (eV/Å):
Sn 0.4 -0.4 -0.5
O 0.2 -0.3 -0.1

---

Here is a structure of composition C14H15ClMnN3O3S3 from OMol25. Energies are from wB97M-V/def2-TZVPD.

Its expectation value of S² is 0.96. Its total charge is +1. For the total energy, the calculation gives -3738.020953 Ha. As for the lowest unoccupied orbital energy (alpha / beta): -6.402 / -5.175 eV. The multiplicity is 2.

Last column: Mulliken spin population.
Element x y z (Å)
1 Mn 1.8974 -0.8022 0.1993  1.385
2 S 5.4743 1.5737 0.1917  -0.054
3 C 4.2242 0.5963 0.1587  0.022
4 S 3.4355 -0.2071 1.5311  -0.276
5 S 3.2738 0.0147 -1.2142  -0.015
6 Cl 0.8490 -6.2335 0.1711  0.000
7 C 0.9963 -4.7938 -0.7459  -0.007
8 C 0.7810 -4.7876 -2.1149  0.005
9 C 0.9135 -3.5937 -2.8068  -0.004
10 C 1.2664 -2.4522 -2.1215  0.007
11 N 1.4641 -2.4701 -0.7941  -0.031
12 C 1.3273 -3.6145 -0.1084  0.018
13 H 0.5152 -5.7045 -2.6239  0.000
14 H 0.7526 -3.5478 -3.8744  0.000
15 H 1.3933 -1.5046 -2.6267  0.001
16 H 1.4748 -3.5824 0.9618  -0.002
17 C -2.8146 0.9341 -1.3222  0.000
18 C -2.4198 2.2332 -0.6259  -0.001
19 C -1.3650 2.0371 0.4820  0.003
20 C -1.0092 3.3965 1.1314  0.000
21 C 0.0409 3.2938 2.2338  0.000
22 C -1.9767 1.1620 1.5685  -0.001
23 O -2.9980 1.4330 2.1276  0.001
24 N -1.2842 -0.0130 1.9435  0.003
25 C -0.1430 -0.4107 1.3691  0.011
26 O 0.5213 -1.4173 1.6970  -0.015
27 N 0.4123 0.2883 0.3363  -0.053
28 C -0.0903 1.5072 -0.1674  0.001
29 O 0.4756 2.0830 -1.0495  0.002
30 H -3.5522 1.1273 -2.0997  0.000
31 H -3.2607 0.2224 -0.6225  0.000
32 H -1.9539 0.4597 -1.8026  0.000
33 H -3.2910 2.6950 -0.1626  0.000
34 H -2.0045 2.9406 -1.3427  0.000
35 H -1.9360 3.8129 1.5260  -0.001
36 H -0.6599 4.0487 0.3314  0.000
37 H -0.3055 2.6795 3.0689  0.000
38 H 0.2650 4.2816 2.6335  0.000
39 H 0.9809 2.8759 1.8608  0.000
40 H -1.6704 -0.5615 2.7022  -0.001

Forces on atoms 1 to 2 (eV/Å):
Mn -0.5 0.1 -0.3
S 0.1 0.1 0.0

---

Here is the ion C14H15ClNO2 with charge +1 in a non-equilibrium geometry from OMol25. Energies are from wB97M-V/def2-TZVPD.

Its total charge is +1. For the total energy, the calculation gives -1207.088413 Ha. As for the lowest unoccupied orbital energy: -5.385 eV.

Last column: Löwdin charge in e.
Element x y z (Å)
1 C -2.5079 0.9647 -3.2180  -0.105
2 C -1.7024 -0.4114 -2.8377  -0.247
3 O -2.4388 -1.3511 -1.9787  -0.215
4 C -2.8095 -0.7577 -0.6846  -0.184
5 C -1.5614 -0.1471 0.1855  -0.021
6 C -1.7231 1.3303 0.9091  0.058
7 N -0.5567 1.9155 1.6770  0.048
8 C 0.8062 1.2207 1.8412  -0.017
9 C 1.9545 2.0629 2.6771  -0.086
10 C 3.4146 2.1454 1.8660  -0.556
11 O 3.4175 2.5346 0.5608  -0.062
12 Cl 5.0430 1.6743 2.7029  0.565
13 C 1.0551 -0.2756 1.2014  -0.012
14 C 2.4936 -1.0957 1.3638  0.021
15 C 2.6944 -2.5776 0.6656  -0.011
16 C 1.4974 -3.3612 -0.1927  0.020
17 C 0.0694 -2.5070 -0.3206  0.018
18 C -0.1554 -1.0194 0.3309  -0.024
19 H -2.5879 1.0223 -4.4032  0.093
20 H -1.8659 1.9175 -2.9064  0.090
21 H -3.6135 1.0021 -2.8166  0.084
22 H -1.5159 -0.9821 -3.8694  0.145
23 H -0.6422 -0.1057 -2.4482  0.117
24 H -3.3423 -1.6262 -0.0629  0.162
25 H -3.6273 0.1022 -0.7639  0.129
26 H -2.7409 1.9262 0.8058  0.145
27 H -0.6849 2.8651 2.0973  0.149
28 H 2.0728 1.6580 3.7692  0.137
29 H 1.5734 3.1930 2.7301  0.145
30 H 3.4181 -0.6509 1.9392  0.077
31 H 3.7190 -3.1537 0.7637  0.105
32 H 1.6345 -4.4371 -0.6625  0.115
33 H -0.7877 -3.0754 -0.9210  0.117

Forces on atoms 1 to 2 (eV/Å):
C 0.2 0.3 -0.9
C 0.3 0.6 -2.1

---

Here is a structure of composition C14H15CuN3O3S2 in a non-equilibrium geometry from OMol25. Energies are from wB97M-V/def2-TZVPD.

Its expectation value of S² is 0.78. Its total charge is +2. For the total energy, the calculation gives -3368.774030 Ha. As for the lowest unoccupied orbital energy (alpha / beta): -7.032 / -10.183 eV. The multiplicity is 2.

Last column: Mulliken spin population.
Element x y z (Å)
1 Cu -0.1777 -0.8285 0.4489  -0.002
2 O 0.9014 1.5178 -0.1855  0.000
3 C 0.5326 2.3981 -0.9687  0.000
4 O -1.0662 -0.0221 -1.0119  0.000
5 C -1.1793 0.8982 -1.8513  0.000
6 O -1.9999 0.7831 -2.8688  0.000
7 N -0.5619 2.1182 -1.8178  0.000
8 C -2.1093 2.1229 -3.5359  0.000
9 C -1.0658 2.9916 -2.8917  0.000
10 H -3.1105 2.5172 -3.3194  0.000
11 H -1.9387 2.0081 -4.6075  0.000
12 H -1.4884 3.9067 -2.4466  0.000
13 H -0.2355 3.2296 -3.5793  0.000
14 C 1.1269 3.7058 -1.1569  0.000
15 C 2.3636 4.0168 -0.7214  0.000
16 H 0.5378 4.4639 -1.6818  0.000
17 H 3.0426 3.2362 -0.3750  0.000
18 H 2.7325 5.0423 -0.7547  0.000
19 C -1.7215 -3.0627 -1.4977  0.001
20 C -1.1610 -3.5333 -0.2270  0.096
21 N -0.5174 -2.7176 0.5966  -0.038
22 C -0.0897 -3.3424 1.7727  0.101
23 C -0.4272 -4.6857 1.8276  0.256
24 S -1.2806 -5.1446 0.3846  0.058
25 C 0.6050 -2.5092 2.6831  0.118
26 C 1.1621 -2.8184 3.9011  0.227
27 S 1.9298 -1.4401 4.6049  0.080
28 C 1.4509 -0.4971 3.1885  0.099
29 N 0.7577 -1.1615 2.2736  -0.039
30 C 1.8370 0.9274 3.0784  0.000
31 H -1.2226 -3.5716 -2.3384  0.010
32 H -2.7939 -3.3004 -1.5441  0.008
33 H -1.5920 -1.9760 -1.5906  0.002
34 H -0.1909 -5.3212 2.6593  0.003
35 H 1.1167 -3.8139 4.3653  0.000
36 H 1.3894 1.5083 3.9086  0.011
37 H 2.9355 1.0317 3.1683  0.009
38 H 1.5083 1.3225 2.1105  0.000

Forces on atoms 1 to 2 (eV/Å):
Cu 0.6 1.1 0.3
O 0.0 1.5 -0.6

---

Here is a structure of composition C14H15N2O5S3Sn from OMol25. Energies are from wB97M-V/def2-TZVPD.

Its total charge is -1. For the total energy, the calculation gives -2437.267828 Ha. As for the lowest unoccupied orbital energy: 2.209 eV. For the relative energy (zero: lowest compared OMol25 entry of this formula, charge and spin), the calculation gives 34.3 kJ/mol.

Last column: Löwdin charge in e.
Element x y z (Å)
1 Sn 0.4205 0.0384 0.5226  0.939
2 O -4.2975 -0.5796 1.3868  0.113
3 C -3.1032 -0.0711 1.0486  -0.483
4 O -2.1934 -0.0328 1.8363  0.038
5 C -3.0432 0.4558 -0.3371  -0.188
6 C -4.1781 0.5612 -1.1264  0.000
7 C -4.0427 1.0582 -2.4125  -0.045
8 C -2.7927 1.4313 -2.8604  0.012
9 C -1.6956 1.2756 -2.0151  -0.154
10 N -1.8244 0.8034 -0.7795  0.096
11 C -0.2894 1.6362 -2.5376  -0.619
12 O -0.2463 2.1145 -3.6734  0.007
13 O 0.6680 1.3400 -1.7716  -0.165
14 H -4.1970 -0.9492 2.2739  0.132
15 H -5.1380 0.2640 -0.7280  0.113
16 H -4.9082 1.1376 -3.0578  0.106
17 H -2.6255 1.8329 -3.8495  0.116
18 S 1.6073 -4.4236 0.9029  0.375
19 C 0.9963 -2.8896 1.0452  -1.884
20 S -0.1516 -2.3154 -0.1706  0.341
21 S 1.4216 -1.8280 2.3182  0.310
22 O 2.6446 -0.4145 -0.4060  -0.147
23 C 3.5219 0.4467 -0.4943  -0.496
24 C 4.7889 0.2958 0.3301  -0.077
25 C 5.2813 1.5504 1.0917  -0.184
26 C 4.2664 2.6985 1.1052  -0.203
27 C 4.3096 3.5030 -0.1942  -0.185
28 C 4.2944 2.5877 -1.4269  -0.172
29 N 3.3533 1.4982 -1.3073  0.095
30 H 5.5695 -0.0957 -0.3284  0.122
31 H 4.5440 -0.4978 1.0343  0.116
32 H 6.2209 1.9133 0.6640  0.103
33 H 5.5002 1.2598 2.1196  0.104
34 H 4.4661 3.3689 1.9441  0.106
35 H 3.2639 2.2909 1.2576  0.107
36 H 5.2272 4.0990 -0.2227  0.105
37 H 3.4627 4.1924 -0.2272  0.108
38 H 5.2933 2.1733 -1.5876  0.115
39 H 4.0364 3.1635 -2.3144  0.121
40 H 2.4068 1.5766 -1.6935  0.100

Forces on atoms 1 to 2 (eV/Å):
Sn 0.5 0.0 0.3
O -0.4 -0.1 -0.3

---

Please write out number 1 again, unchanged.
Here is a structure of composition C14H15Cl4N2O4Ru from OMol25. Energies are from wB97M-V/def2-TZVPD.

Its total charge is +1. For the total energy, the calculation gives -2888.372980 Ha. As for the lowest unoccupied orbital energy (alpha / beta): -5.452 / -5.103 eV.

Last column: Löwdin charge in e.
Element x y z (Å)
1 Ru -0.5185 0.6586 -0.4338  1.492
2 Cl 3.7706 1.6204 4.5928  0.727
3 C 3.0771 1.4869 3.0371  -0.693
4 C 3.8751 1.7641 1.8815  -0.681
5 Cl 5.5028 2.2319 2.0932  0.740
6 C 3.3552 1.6614 0.6109  -0.622
7 Cl 4.2694 1.9831 -0.8002  0.754
8 C 2.0024 1.2959 0.4590  -0.358
9 O 1.3921 1.1928 -0.6811  -0.169
10 C 1.2324 1.0050 1.6034  -0.320
11 O -0.0053 0.5908 1.3581  -0.174
12 C 1.7624 1.1085 2.8995  -0.624
13 Cl 0.7491 0.7429 4.2303  0.759
14 C -0.7117 3.2571 -1.7357  -0.134
15 O -1.3610 2.1845 -1.0596  -0.403
16 H 0.3725 3.1474 -1.7213  0.070
17 H -0.9909 4.1885 -1.2421  0.091
18 H -1.0646 3.2832 -2.7674  0.086
19 C -2.7283 -1.2102 1.8169  -0.068
20 C -3.1990 0.0471 1.1390  -0.228
21 O -2.5723 0.1670 -0.1753  -0.191
22 H -3.2283 -1.3003 2.7811  0.094
23 H -1.6577 -1.1737 2.0070  0.047
24 H -2.9696 -2.0909 1.2215  0.088
25 H -2.9543 0.9356 1.7231  0.125
26 H -4.2741 0.0186 0.9646  0.128
27 H -2.9733 0.9243 -0.6318  0.097
28 N -0.2036 -0.2205 -2.8598  0.122
29 C -0.1127 -1.4592 -2.2087  -0.348
30 C -0.1732 -2.7156 -2.7908  0.021
31 C -0.0665 -3.8175 -1.9631  -0.018
32 C 0.1060 -3.6453 -0.5919  -0.024
33 C 0.1058 -2.3658 -0.0846  -0.076
34 N -0.0385 -1.3033 -0.8897  -0.023
35 H -0.4609 -0.2600 -3.8372  0.121
36 H 0.6352 0.3428 -2.7387  0.099
37 H -0.2719 -2.8160 -3.8626  0.127
38 H -0.0979 -4.8125 -2.3861  0.125
39 H 0.2224 -4.4889 0.0719  0.121
40 H 0.2034 -2.1584 0.9709  0.121

Forces on atoms 1 to 2 (eV/Å):
Ru 0.3 0.0 -0.1
Cl 0.0 0.0 0.1

---

Q: Among the records above, which one has the highest total charge?
A: C14H15CuN3O3S2

---

Q: Which value of total charge does entry 3 give?
A: +1

---

Copy entry 6 word for word.
Here is a structure of composition C14H15N2O5S3Sn from OMol25. Energies are from wB97M-V/def2-TZVPD.

Its total charge is -1. For the total energy, the calculation gives -2437.267828 Ha. As for the lowest unoccupied orbital energy: 2.209 eV. For the relative energy (zero: lowest compared OMol25 entry of this formula, charge and spin), the calculation gives 34.3 kJ/mol.

Last column: Löwdin charge in e.
Element x y z (Å)
1 Sn 0.4205 0.0384 0.5226  0.939
2 O -4.2975 -0.5796 1.3868  0.113
3 C -3.1032 -0.0711 1.0486  -0.483
4 O -2.1934 -0.0328 1.8363  0.038
5 C -3.0432 0.4558 -0.3371  -0.188
6 C -4.1781 0.5612 -1.1264  0.000
7 C -4.0427 1.0582 -2.4125  -0.045
8 C -2.7927 1.4313 -2.8604  0.012
9 C -1.6956 1.2756 -2.0151  -0.154
10 N -1.8244 0.8034 -0.7795  0.096
11 C -0.2894 1.6362 -2.5376  -0.619
12 O -0.2463 2.1145 -3.6734  0.007
13 O 0.6680 1.3400 -1.7716  -0.165
14 H -4.1970 -0.9492 2.2739  0.132
15 H -5.1380 0.2640 -0.7280  0.113
16 H -4.9082 1.1376 -3.0578  0.106
17 H -2.6255 1.8329 -3.8495  0.116
18 S 1.6073 -4.4236 0.9029  0.375
19 C 0.9963 -2.8896 1.0452  -1.884
20 S -0.1516 -2.3154 -0.1706  0.341
21 S 1.4216 -1.8280 2.3182  0.310
22 O 2.6446 -0.4145 -0.4060  -0.147
23 C 3.5219 0.4467 -0.4943  -0.496
24 C 4.7889 0.2958 0.3301  -0.077
25 C 5.2813 1.5504 1.0917  -0.184
26 C 4.2664 2.6985 1.1052  -0.203
27 C 4.3096 3.5030 -0.1942  -0.185
28 C 4.2944 2.5877 -1.4269  -0.172
29 N 3.3533 1.4982 -1.3073  0.095
30 H 5.5695 -0.0957 -0.3284  0.122
31 H 4.5440 -0.4978 1.0343  0.116
32 H 6.2209 1.9133 0.6640  0.103
33 H 5.5002 1.2598 2.1196  0.104
34 H 4.4661 3.3689 1.9441  0.106
35 H 3.2639 2.2909 1.2576  0.107
36 H 5.2272 4.0990 -0.2227  0.105
37 H 3.4627 4.1924 -0.2272  0.108
38 H 5.2933 2.1733 -1.5876  0.115
39 H 4.0364 3.1635 -2.3144  0.121
40 H 2.4068 1.5766 -1.6935  0.100

Forces on atoms 1 to 2 (eV/Å):
Sn 0.5 0.0 0.3
O -0.4 -0.1 -0.3